Computed, not measured: a 2-piece molecular cluster, C8H13ClNOS overall, with the ωB97M-V functional and the def2-TZVPD basis.

Each line ends with the Mulliken charge.
Cartesian coordinates (Å):
C: 2.779 -0.606 -1.867  -0.5294
C: 3.045 -1.737 -1.127  -0.4355
C: 1.573 -0.071 -1.332  0.5812
C: 1.007 -0.708 -0.265  -0.0541
C: 0.588 1.143 2.274  -0.9823
C: -2.237 -0.754 -1.291  -0.7164
C: -0.763 1.411 1.673  -0.6019
C: -1.059 0.200 0.608  0.2580
N: -1.751 0.509 -0.628  0.0665
O: -1.579 -0.863 1.145  -0.4655
S: 1.958 -2.060 0.148  -0.1554
Cl: 1.054 1.400 -2.068  -0.2479
H: 3.337 -0.231 -2.729  0.3995
H: 3.947 -2.401 -1.332  0.3405
H: 0.778 1.777 3.119  0.4257
H: 1.385 1.468 1.511  0.2431
H: 0.714 0.096 2.518  0.2967
H: -2.993 -0.704 -2.156  0.3266
H: -1.258 -1.250 -1.680  0.2620
H: -2.587 -1.333 -0.466  0.3761
H: -1.685 1.214 2.389  0.3476
H: -0.864 2.355 1.221  0.3834
H: -2.534 1.144 -0.482  0.3985
H: -1.094 0.813 -1.339  0.0508
H: -1.760 -0.813 2.156  0.4324

Largest force on an atom   0.0853 hartree/bohr
HOMO (spin up / spin down)   -12.0 / -12.0 eV
Calculated total energy   -1300.59973 Ha
Charge   +1
LUMO level (spin up / spin down)   -4.31 / -4.31 eV
Kohn-Sham gap (spin up / spin down)   0.2833 / 0.2834 Ha
Energy relative to the best compared isomer or geometry (same formula, charge and spin)   276.5 kJ/mol

---

Computed, not measured: C8H13F3InN2O2S as an isolated structure, with the ωB97M-V functional and the def2-TZVPD basis.

Each line ends with the Mulliken charge.
Cartesian coordinates (Å):
O: -3.658 0.448 -1.588  -0.4950
C: -2.791 -0.005 -2.643  -0.4870
C: -1.267 0.027 -2.243  -0.4014
C: -1.146 -0.174 -0.684  -0.9669
In: 0.870 -0.853 0.032  0.7917
C: 0.650 -1.223 2.277  -1.1554
C: 1.711 -0.383 3.089  -0.3994
S: 1.063 1.248 3.698  -0.2097
C: 0.826 2.182 2.197  0.3201
N: -0.245 2.755 1.691  -0.2592
N: 0.071 3.330 0.501  -0.3881
C: 1.356 3.088 0.317  0.1586
O: 1.881 2.401 1.351  -0.2111
C: 1.580 -2.792 -0.952  0.2537
F: 2.872 -2.680 -1.485  -0.2817
F: 0.798 -3.257 -1.997  -0.2526
F: 1.711 -3.771 0.043  -0.2595
H: -4.559 0.514 -1.938  0.2797
H: -3.136 -1.034 -2.925  0.2518
H: -2.922 0.711 -3.497  0.3132
H: -0.707 -0.785 -2.751  0.2610
H: -0.893 1.048 -2.491  0.2091
H: -1.322 0.821 -0.203  0.2818
H: -1.935 -0.847 -0.273  0.4035
H: 2.177 0.349 -0.307  -0.4071
H: -0.401 -0.989 2.580  0.3053
H: 0.789 -2.324 2.404  0.3978
H: 2.558 -0.172 2.391  0.2505
H: 2.076 -1.003 3.940  0.3291
H: 1.994 3.367 -0.533  0.3673

Largest force on an atom   0.0421 hartree/bohr
HOMO   -4.6 eV
Calculated total energy   -1460.47810 Ha
Charge   -1
LUMO level   2.88 eV
Kohn-Sham gap   0.2745 Ha

---

Computed, not measured: a 2-piece molecular cluster, C8H13FN3O overall, with the ωB97M-V functional and the def2-TZVPD basis.

Each line ends with the Mulliken charge.
Cartesian coordinates (Å):
C: -1.624 -2.240 0.822  -0.2904
C: -2.285 -1.063 0.806  -1.0933
C: -0.409 -2.586 0.134  -0.6904
C: -1.478 0.094 0.073  0.9156
C: 0.780 0.719 0.812  0.3158
C: -0.603 -0.395 -1.092  -0.8271
C: 0.043 -1.709 -0.788  0.4080
C: -2.273 2.153 -1.110  -0.6442
N: -0.488 0.660 1.071  -0.2170
N: 1.875 0.885 0.541  -0.3444
N: 4.393 0.656 0.587  -0.6601
O: -2.446 0.933 -0.334  -0.4091
F: 1.205 -1.837 -1.598  -0.3262
H: -2.065 -2.927 1.475  0.4181
H: -3.233 -0.847 1.262  0.5111
H: -0.010 -3.549 0.474  0.4293
H: -1.359 -0.535 -1.844  0.4637
H: 0.148 0.355 -1.507  0.3409
H: -3.110 2.079 -1.787  0.2535
H: -1.270 2.062 -1.494  0.2993
H: -2.383 3.090 -0.555  0.2547
H: -0.885 1.145 1.844  0.3046
H: 3.271 0.872 0.448  0.4811
H: 4.537 0.711 1.608  0.3545
H: 4.768 -0.193 0.131  0.3512
H: 4.900 1.466 0.022  0.4007

Largest force on an atom   0.1200 hartree/bohr
⟨S²⟩   2.0064
Spin multiplicity   3
HOMO (spin up / spin down)   -8.8 / -13.4 eV
Calculated total energy   -651.57321 Ha
Charge   +1
LUMO level (spin up / spin down)   -3.05 / -5.14 eV
Kohn-Sham gap (spin up / spin down)   0.2099 / 0.3038 Ha

---

Computed, not measured: C8H13FNO3RbS as an isolated structure, with the ωB97M-V functional and the def2-TZVPD basis.

Each line ends with the Mulliken charge.
Cartesian coordinates (Å):
Rb: 1.170 -1.995 -0.845  0.9255
F: 0.154 -0.771 1.590  -0.8799
O: 2.786 2.327 -1.740  -0.6435
S: 2.279 1.778 -0.515  1.1073
O: 2.637 0.422 -0.178  -0.5464
O: 2.694 2.772 0.690  -0.3444
C: 2.654 2.209 2.026  -0.2565
C: 4.062 1.789 2.428  -0.9827
C: 0.496 2.006 -0.431  -0.8602
H: 1.861 1.458 2.066  0.2881
H: 2.329 3.029 2.670  0.3288
H: 4.072 1.256 3.377  0.3347
H: 4.640 2.709 2.485  0.2902
H: 4.455 1.119 1.666  0.2577
H: 0.078 1.419 0.389  0.2875
H: 0.053 1.652 -1.364  0.3602
H: 0.282 3.069 -0.359  0.3290
N: -1.760 -2.168 -1.280  -0.1925
C: -2.476 -1.820 -0.204  -0.2063
C: -3.833 -2.083 -0.150  -0.5108
C: -4.509 -2.590 -1.254  -0.1660
C: -3.759 -2.843 -2.385  -0.4381
C: -2.385 -2.662 -2.350  -0.2572
H: -1.965 -1.318 0.613  0.3930
H: -4.419 -1.845 0.731  0.3377
H: -5.554 -2.855 -1.174  0.3900
H: -4.257 -3.230 -3.267  0.3237
H: -1.785 -2.836 -3.234  0.3311

Largest force on an atom   0.0260 hartree/bohr
HOMO   -8.3 eV
Calculated total energy   -1115.24797 Ha
LUMO level   -0.32 eV
Kohn-Sham gap   0.2947 Ha

---

Computed, not measured: C8H13HgN2 as an isolated structure, with the ωB97M-V functional and the def2-TZVPD basis.

Each line ends with the Mulliken charge.
Cartesian coordinates (Å):
C: 1.399 -1.108 -3.075  -0.9472
Hg: 0.760 0.910 -2.553  0.1489
N: 0.838 3.181 -2.035  -0.8524
H: 3.313 -1.078 -5.473  -0.1287
H: -0.076 3.526 -2.322  0.3236
H: 4.036 -1.273 -5.336  0.0945
H: 1.864 -1.164 -4.067  -0.0179
H: 0.493 -1.726 -3.078  0.2535
H: 2.067 -1.591 -2.339  0.3203
H: 0.800 3.188 -1.000  0.3865
H: 1.551 3.828 -2.421  0.3180
N: -0.227 1.674 -0.063  -0.3738
C: -0.511 0.783 0.654  -0.0558
C: -0.895 -0.104 1.708  0.4150
C: -0.525 0.342 2.985  -0.6286
C: -1.077 -0.273 4.110  -0.3549
C: -1.946 -1.350 3.935  -0.6013
C: -2.243 -1.832 2.670  -0.3366
C: -1.714 -1.230 1.552  -0.6294
H: 0.149 1.207 3.099  0.2620
H: -0.827 0.132 5.094  0.3216
H: -2.375 -1.800 4.820  0.3196
H: -2.911 -2.660 2.574  0.3764
H: -1.946 -1.585 0.563  0.3866

Largest force on an atom   0.0680 hartree/bohr
HOMO (spin up / spin down)   -0.7 / -1.3 eV
Calculated total energy   -575.43399 Ha
Charge   -1
LUMO level (spin up / spin down)   3.28 / 3.47 eV
Kohn-Sham gap (spin up / spin down)   0.1446 / 0.1754 Ha
Energy relative to the best compared isomer or geometry (same formula, charge and spin)   0.0 kJ/mol

---

Computed, not measured: C8H13I2NO as an isolated structure, with the ωB97M-V functional and the def2-TZVPD basis.

Each line ends with the Mulliken charge.
Cartesian coordinates (Å):
C: -1.476 1.025 2.325  0.4285
C: -0.484 -1.581 -1.444  -0.6062
C: 0.290 -0.362 -1.956  -0.2970
C: -1.748 -1.016 -0.613  -0.5944
C: 1.834 -0.509 -1.697  -0.9062
C: -1.596 -0.720 0.818  -0.3143
C: 2.047 0.297 -0.480  -0.6416
C: -0.179 1.712 2.645  -0.7530
N: -1.502 0.505 1.077  -0.1955
O: -2.382 1.101 3.143  -0.5752
I: 1.818 2.492 -0.881  0.1054
I: 4.063 0.045 0.426  0.0790
H: -0.996 -2.263 -2.125  0.3956
H: 0.271 -2.314 -0.853  0.2573
H: -0.054 -0.368 -3.091  0.3042
H: 0.109 0.673 -1.601  0.2322
H: -2.139 -0.014 -1.101  0.2478
H: -2.596 -1.846 -0.628  0.3227
H: 2.231 -1.439 -1.381  0.5883
H: 2.347 -0.113 -2.463  0.3588
H: -1.707 -1.358 1.605  0.6019
H: -0.038 2.096 3.616  0.3922
H: 0.742 1.197 2.172  0.0971
H: -0.071 2.591 2.094  0.2675
H: 1.218 0.169 0.394  0.2047

Largest force on an atom   0.0772 hartree/bohr
HOMO   -9.3 eV
Calculated total energy   -1037.90217 Ha
LUMO level   -0.35 eV
Kohn-Sham gap   0.3283 Ha
Energy relative to the best compared isomer or geometry (same formula, charge and spin)   0.0 kJ/mol

---

Computed, not measured: an isolated ion of composition C8H13IN and charge +1, with the ωB97M-V functional and the def2-TZVPD basis.

Each line ends with the Mulliken charge.
Cartesian coordinates (Å):
C: -0.707 -1.067 2.668  -1.3009
C: -0.970 -1.291 1.140  0.1370
C: -0.248 -2.693 0.980  -1.4749
N: -0.306 -0.209 0.501  -0.0325
C: -0.707 0.912 0.058  0.5013
C: -0.060 2.152 -0.382  -0.6033
C: 0.516 2.574 -1.540  -0.2164
C: 0.882 1.856 -2.797  -0.4635
C: 1.668 0.801 -3.049  -0.6382
I: 2.771 -0.238 -1.649  0.1298
H: 0.281 -1.586 2.905  0.3391
H: -0.650 -0.077 2.930  0.5125
H: -1.547 -1.430 3.090  0.4013
H: -1.955 -1.169 0.816  0.4327
H: -0.615 -3.514 1.610  0.3432
H: 0.769 -2.486 1.084  0.4966
H: -0.251 -2.959 -0.059  0.4162
H: 0.724 -0.232 0.505  0.1463
H: -1.822 0.942 0.119  0.3180
H: -0.571 3.032 0.272  0.2089
H: 0.696 3.637 -1.698  0.3973
H: 0.392 2.495 -3.479  0.3852
H: 1.710 0.551 -4.025  0.5641

Largest force on an atom   0.0901 hartree/bohr
SMILES   CC(C)/[NH+]=C/C=C\C=C/I
HOMO   -12.6 eV
Calculated total energy   -664.70805 Ha
Charge   +1
LUMO level   -4.31 eV
Kohn-Sham gap   0.3054 Ha
Energy relative to the best compared isomer or geometry (same formula, charge and spin)   176.3 kJ/mol

---

Computed, not measured: one molecule with the formula C8H13N, with the ωB97M-V functional and the def2-TZVPD basis.

Each line ends with the Mulliken charge.
Cartesian coordinates (Å):
H: 2.506 -2.298 -1.071  0.2484
N: 2.800 -1.355 -0.817  -0.6318
C: 1.896 -0.497 -1.056  -0.3774
C: 0.491 -0.671 -1.592  -0.9916
C: -0.593 -0.485 -0.551  0.2409
C: -0.657 -1.378 0.691  -0.8801
C: -0.774 -0.121 1.556  -0.2249
C: 0.432 0.712 1.464  -1.1100
C: -0.588 0.752 0.334  0.6882
C: -1.304 2.042 0.001  -1.5189
H: 2.119 0.527 -0.799  0.5315
H: 0.440 -1.643 -2.068  0.4676
H: 0.273 0.062 -2.373  0.3670
H: -1.560 -0.564 -1.026  0.5521
H: -1.534 -2.043 0.767  0.2773
H: 0.221 -1.960 0.912  0.3055
H: -1.446 -0.086 2.397  0.3933
H: 1.385 0.218 1.318  0.2955
H: 0.450 1.587 2.079  0.3471
H: -1.520 2.609 0.924  0.3684
H: -0.735 2.702 -0.657  0.3069
H: -2.302 1.888 -0.433  0.3450

Largest force on an atom   0.0257 hartree/bohr
SMILES   [H]/N=C\C[C@H]1C[C@H]2C[C@@]12C
HOMO   -9.4 eV
Calculated total energy   -367.30522 Ha
LUMO level   0.98 eV
Kohn-Sham gap   0.3831 Ha
Energy relative to the best compared isomer or geometry (same formula, charge and spin)   188.8 kJ/mol

---

Computed, not measured: one molecule with the formula C8H13N, with the ωB97M-V functional and the def2-TZVPD basis.

Each line ends with the Mulliken charge.
Cartesian coordinates (Å):
C: -2.377 0.575 -1.075  -1.0596
N: -1.060 0.302 -0.497  0.1579
C: -0.070 -0.372 -1.370  -1.0581
C: 0.982 -0.926 -0.407  0.1124
C: 2.004 0.158 -0.028  -0.9826
C: 1.290 1.072 1.008  -0.7061
C: 0.257 0.173 1.677  -0.2617
C: 0.238 -1.124 0.894  -0.5639
C: -0.986 -0.236 0.861  -0.5376
H: -2.301 1.232 -1.971  0.2754
H: -2.904 -0.344 -1.313  0.3859
H: -3.013 1.115 -0.320  0.3398
H: 0.376 0.241 -2.164  0.3699
H: -0.538 -1.213 -1.865  0.4038
H: 1.438 -1.845 -0.779  0.5467
H: 2.343 0.733 -0.876  0.3558
H: 2.899 -0.289 0.435  0.3606
H: 2.064 1.378 1.734  0.3391
H: 0.828 1.959 0.527  0.3188
H: 0.275 0.072 2.774  0.3808
H: 0.158 -2.082 1.381  0.4254
H: -1.903 -0.581 1.373  0.3975

Largest force on an atom   0.0252 hartree/bohr
SMILES   CN1C[C@H]2CC[C@@H]3[C@H]2[C@@H]31
HOMO   -7.7 eV
Calculated total energy   -367.33074 Ha
LUMO level   1.10 eV
Kohn-Sham gap   0.3252 Ha
Energy relative to the best compared isomer or geometry (same formula, charge and spin)   121.8 kJ/mol

---

Computed, not measured: one molecule with the formula C8H13N, with the ωB97M-V functional and the def2-TZVPD basis.

Each line ends with the Mulliken charge.
Cartesian coordinates (Å):
C: -2.114 -0.576 -0.891  -1.5129
C: -1.355 -0.803 0.430  -0.0363
C: -0.550 0.133 1.269  -0.2144
C: 0.181 1.409 0.869  -0.3827
C: -0.099 1.917 -0.532  -0.6963
C: 1.106 1.029 -0.267  -0.3695
C: 1.141 -0.499 -0.419  0.1345
N: 2.543 -0.957 -0.300  -0.7286
C: 0.121 -1.071 0.611  -0.3300
H: -2.725 -1.434 -1.160  0.3844
H: -1.335 -0.413 -1.684  0.3344
H: -2.750 0.343 -0.857  0.2777
H: -1.905 -1.504 1.056  0.4263
H: -0.750 0.026 2.327  0.4551
H: 0.467 1.996 1.719  0.4324
H: 0.187 2.949 -0.764  0.2996
H: -0.967 1.478 -1.008  0.0015
H: 2.123 1.485 -0.304  0.3766
H: 0.764 -0.860 -1.423  0.2576
H: 2.591 -1.965 -0.443  0.2710
H: 2.877 -0.737 0.608  0.2690
H: 0.450 -1.946 1.163  0.3505

Largest force on an atom   0.0349 hartree/bohr
SMILES   C[C@@H]1[C@@H]2[C@@H]3C[C@@H]3[C@@H](N)[C@H]12
HOMO   -9.1 eV
Calculated total energy   -367.30219 Ha
LUMO level   1.12 eV
Kohn-Sham gap   0.3739 Ha
Energy relative to the best compared isomer or geometry (same formula, charge and spin)   196.8 kJ/mol